[1]
Below is a 13-piece molecular cluster, C54H76N8O18 overall, with properties calculated with ωB97M-V/def2-TZVPD.

The HOMO-LUMO gap comes out at 6.34 eV. The calculation puts the total energy at -3895.40790 Eh. The energy above the lowest of the compared OMol25 structures with the same formula, charge and spin comes out at 96.7 kcal per mole. For the HOMO energy, the calculation gives -0.3255 Ha. As for the spin multiplicity: 1.

CARTESIAN COORDINATES (ANGSTROEM)
1 C 5.6193 -1.6055 -1.2536
2 C 4.7774 -0.3313 -0.9812
3 O 4.1650 0.2564 -1.8928
4 N 4.7062 0.0673 0.3009
5 C 3.7958 1.0690 0.8130
6 H 6.4857 -1.7486 -0.6079
7 H 6.1518 -1.4822 -2.1966
8 H 5.0142 -2.5031 -1.3806
9 H 5.2994 -0.4410 0.9410
10 H 4.5005 1.9005 0.8272
11 H 3.4123 0.8417 1.8077
12 H 2.9971 1.2916 0.1055
13 C 1.1376 3.1033 1.9636
14 C -0.3071 3.5082 1.9546
15 O -1.0849 2.7430 1.5282
16 N -0.6939 4.7218 2.3483
17 C -1.9913 5.1824 2.6020
18 H 1.7509 3.9639 1.6966
19 H 1.3120 2.3200 1.2259
20 H 1.4597 2.7252 2.9338
21 H 0.0046 5.4197 2.1358
22 H -1.8775 5.9214 3.3951
23 H -2.6011 4.3561 2.9673
24 H -2.4750 5.5591 1.7008
25 C 2.7691 0.8377 -4.9385
26 C 3.1885 -0.4623 -5.6005
27 O 2.8724 -0.6763 -6.7993
28 N 3.7750 -1.3512 -4.7953
29 C 4.2271 -2.6891 -5.1577
30 H 2.0796 1.3995 -5.5686
31 H 3.6546 1.4730 -4.9195
32 H 2.2253 0.7284 -4.0002
33 H 4.1272 -0.9650 -3.9311
34 H 5.1621 -2.9717 -4.6740
35 H 4.4818 -2.7622 -6.2150
36 H 3.4902 -3.4776 -5.0053
37 C 1.7884 -4.1435 -2.5648
38 C 0.9535 -5.0409 -1.5690
39 O 0.9077 -6.2252 -1.6933
40 N 0.2620 -4.4597 -0.6204
41 C -0.2036 -5.0102 0.5971
42 H 1.8425 -4.7166 -3.4905
43 H 2.8139 -3.8758 -2.3103
44 H 1.1746 -3.3217 -2.9335
45 H 0.5654 -3.5061 -0.4843
46 H -0.6044 -4.1276 1.0955
47 H 0.5200 -5.5997 1.1601
48 H -1.0446 -5.6820 0.4251
49 C -2.9157 -2.7631 -1.4247
50 C -4.2075 -2.8260 -2.1442
51 O -5.0047 -1.8747 -2.1616
52 N -4.4269 -3.9193 -2.9029
53 C -5.3502 -3.9258 -4.0111
54 H -3.1328 -2.1446 -0.5538
55 H -2.3033 -2.0681 -1.9993
56 H -2.3523 -3.6436 -1.1159
57 H -3.7705 -4.6848 -2.8464
58 H -5.8485 -4.8931 -4.0762
59 H -4.9084 -3.6725 -4.9748
60 H -6.0548 -3.0944 -3.9896
61 C -3.1129 1.6561 -1.0509
62 C -3.4024 3.0516 -1.5835
63 O -4.2588 3.3203 -2.4818
64 N -2.5910 3.9478 -1.1082
65 C -2.6970 5.3797 -1.4555
66 H -3.0199 0.8472 -1.7756
67 H -4.0324 1.3921 -0.5284
68 H -2.3302 1.5366 -0.3017
69 H -1.9700 3.6726 -0.3607
70 H -1.9434 5.9409 -0.9032
71 H -3.6949 5.7444 -1.2119
72 H -2.4142 5.6003 -2.4848
73 C 0.5470 -0.1203 -2.0149
74 C 0.5746 -0.9637 -0.6920
75 O 1.2947 -1.9339 -0.6687
76 N -0.2510 -0.6262 0.2474
77 C -0.5109 -1.3095 1.4900
78 H 0.4692 -0.8103 -2.8551
79 H 1.3889 0.5696 -1.9575
80 H -0.2759 0.5929 -2.0633
81 H -0.6153 0.3036 0.0967
82 H 0.3711 -1.7337 1.9697
83 H -1.0888 -2.1762 1.1691
84 H -0.9715 -0.7264 2.2874
85 C -3.0531 -3.3823 3.4907
86 C -3.4638 -4.3270 2.3875
87 O -3.5117 -3.9845 1.2416
88 N -3.8108 -5.6045 2.7166
89 C -3.9980 -6.1119 4.0284
90 H -3.9018 -2.7437 3.7357
91 H -2.3168 -2.5844 3.3938
92 H -2.6792 -3.8456 4.4037
93 H -4.1254 -6.2416 1.9988
94 H -4.9760 -6.5332 4.2613
95 H -3.8263 -5.3638 4.8023
96 H -3.2792 -6.9002 4.2516
97 C 5.3605 4.9241 -3.7710
98 C 6.2626 4.8979 -2.7431
99 C 6.0559 4.1834 -1.4841
100 O 6.7023 4.2889 -0.4498
101 C 5.0029 3.2083 -1.6783
102 C 4.0666 3.2678 -2.6832
103 C 4.0741 4.2136 -3.7550
104 O 3.1077 4.5119 -4.4470
105 H 5.6580 5.5370 -4.6090
106 H 7.2406 5.3411 -2.8593
107 H 5.0256 2.4935 -0.8690
108 H 3.4225 2.4009 -2.6739
109 C 4.2826 -3.6781 1.5521
110 C 3.1035 -3.2278 2.0474
111 C 2.2572 -3.9455 3.0770
112 O 1.1386 -3.6789 3.4981
113 C 2.9253 -5.1820 3.5760
114 C 4.0797 -5.6499 2.9903
115 C 4.8665 -4.9586 1.9355
116 O 5.8284 -5.4144 1.3159
117 H 4.8006 -2.9414 0.9560
118 H 2.7091 -2.2926 1.6783
119 H 2.4332 -5.6856 4.3948
120 H 4.4941 -6.5332 3.4534
121 C 0.6207 5.1719 -2.3095
122 C 0.3116 6.3046 -3.0469
123 C -0.3982 6.2444 -4.3976
124 O -0.6174 7.2573 -5.0474
125 C -0.8593 4.8830 -4.6884
126 C -0.5411 3.7960 -3.9434
127 C 0.2468 3.8811 -2.6544
128 O 0.4779 2.8959 -2.0026
129 H 1.2647 5.2830 -1.4497
130 H 0.7614 7.2182 -2.6871
131 H -1.4450 4.6664 -5.5696
132 H -0.9858 2.9124 -4.3768
133 C 0.6360 1.9710 6.3906
134 C 0.2307 3.1689 6.9285
135 C -1.1043 3.8360 6.5617
136 O -1.6643 4.7815 7.1067
137 C -1.7244 3.0733 5.4376
138 C -1.1999 1.9745 4.8720
139 C -0.0540 1.2897 5.3473
140 O 0.4125 0.2676 4.8463
141 H 1.5606 1.5879 6.7965
142 H 0.7966 3.5833 7.7497
143 H -2.6221 3.4829 4.9987
144 H -1.7703 1.4994 4.0875
145 C -5.9844 -0.2144 1.3813
146 C -7.1915 -0.3509 1.9824
147 C -7.3186 -0.5624 3.4529
148 O -8.4044 -0.8228 4.0059
149 C -6.0523 -0.3668 4.1970
150 C -4.8977 -0.2034 3.5552
151 C -4.6833 -0.0598 2.1084
152 O -3.5380 0.2100 1.6360
153 H -5.8649 -0.1276 0.3114
154 H -8.0726 -0.4332 1.3634
155 H -6.0709 -0.3784 5.2768
156 H -3.9875 -0.0370 4.1122

[2]
Below is a 7-piece molecular cluster, C54H80F2N10O3S overall, with properties calculated with ωB97M-V/def2-TZVPD.

The HOMO-LUMO gap comes out at 9.51 eV. The calculation puts the total energy at -3476.75961 Eh. For the HOMO energy, the calculation gives -0.3268 Ha. As for the spin multiplicity: 1. The structure (SMILES) is CCCCCCCCCCCCC[C@@H]1[C@H](CC(N)(N)N)OS(=O)(=O)[C@H](F)[C@@]1(CCF)CCCN.c1ccncc1.c1ccncc1.c1ccncc1.c1ccncc1.c1ccncc1.c1ccncc1.

CARTESIAN COORDINATES (ANGSTROEM)
1 C 2.3844 -1.3226 1.1182
2 C 1.4533 -1.8998 0.0387
3 C 1.5468 -1.1595 -1.2962
4 C 0.6438 -1.7806 -2.3815
5 C -0.6966 -1.0768 -2.6000
6 C -1.5863 -1.0526 -1.3450
7 C -1.4745 0.2024 -0.4731
8 C -2.0072 1.4542 -1.1677
9 C -2.0913 2.6903 -0.2609
10 C -0.9402 3.7067 -0.4105
11 C -0.0158 3.8086 0.8103
12 C 0.7773 5.0994 0.7393
13 C 1.9395 5.4209 1.7040
14 C 2.0038 5.2310 3.2614
15 C 2.7981 3.9822 3.6855
16 C 4.2553 3.9684 3.1936
17 C 4.8596 2.6270 2.6913
18 N 6.2680 2.8477 2.3355
19 N 4.8438 1.5922 3.7092
20 N 4.1839 2.1225 1.5072
21 O 2.0847 2.7726 3.2791
22 S 0.9697 2.4125 4.3436
23 O 0.0342 1.5409 3.7235
24 O 1.6338 2.0060 5.5517
25 C 0.1851 4.0400 4.7564
26 F -1.1514 3.8664 4.4926
27 C 0.7528 5.4029 4.1778
28 C -0.4309 6.1590 3.5323
29 C -0.1244 7.5295 2.8941
30 F 1.1994 7.9564 3.0429
31 C 1.0957 6.2305 5.4615
32 C 2.3977 5.9754 6.2336
33 C 2.3582 4.8277 7.2565
34 N 1.1963 4.9358 8.1466
35 H 1.8228 -0.8400 1.9201
36 H 3.0146 -2.0861 1.5772
37 H 3.0510 -0.5649 0.7009
38 H 0.4213 -1.8581 0.4001
39 H 1.6637 -2.9539 -0.1478
40 H 1.3060 -0.0999 -1.1557
41 H 2.5841 -1.1973 -1.6355
42 H 0.4476 -2.8240 -2.1128
43 H 1.1841 -1.7876 -3.3347
44 H -1.2258 -1.6156 -3.3933
45 H -0.5279 -0.0666 -2.9880
46 H -1.3185 -1.9273 -0.7454
47 H -2.6355 -1.1624 -1.6364
48 H -2.0676 0.0439 0.4345
49 H -0.4453 0.3435 -0.1255
50 H -3.0042 1.2155 -1.5552
51 H -1.3953 1.6952 -2.0418
52 H -3.0307 3.2083 -0.4660
53 H -2.1345 2.3476 0.7780
54 H -1.3436 4.6904 -0.6622
55 H -0.3189 3.4048 -1.2600
56 H 0.6440 2.9430 0.8128
57 H -0.6314 3.7850 1.7052
58 H 1.2097 5.1551 -0.2666
59 H 0.0574 5.9212 0.7651
60 H 2.1572 6.4765 1.5280
61 H 2.8226 4.9089 1.3119
62 H 2.6773 6.0390 3.5623
63 H 2.8323 3.9264 4.7735
64 H 4.3778 4.7175 2.4079
65 H 4.8759 4.2935 4.0346
66 H 6.7520 3.3049 3.1020
67 H 6.3073 3.5057 1.5622
68 H 5.3008 1.8781 4.5653
69 H 3.9082 1.2628 3.8968
70 H 3.3074 2.5848 1.3151
71 H 4.7729 2.1786 0.6879
72 H 0.2819 4.0439 5.8411
73 H -1.1673 6.3162 4.3226
74 H -0.9309 5.5470 2.7902
75 H -0.7533 8.3049 3.3341
76 H -0.3248 7.5104 1.8211
77 H 1.0689 7.2869 5.2056
78 H 0.2751 6.0728 6.1670
79 H 3.2589 5.8079 5.5824
80 H 2.6328 6.8966 6.7764
81 H 3.3070 4.8423 7.8067
82 H 2.3064 3.8615 6.7500
83 H 1.0382 4.0454 8.6043
84 H 1.3916 5.5938 8.8931
85 C -0.3116 -7.8716 0.8684
86 C -0.4476 -6.8118 1.7519
87 C -0.1534 -5.5358 1.2940
88 N 0.2534 -5.2697 0.0552
89 C 0.3826 -6.2994 -0.7790
90 C 0.1133 -7.6131 -0.4251
91 H -0.5392 -8.8831 1.1802
92 H -0.7743 -6.9648 2.7733
93 H -0.2487 -4.6784 1.9529
94 H 0.7107 -6.0565 -1.7846
95 H 0.2142 -8.4081 -1.1500
96 C -0.2895 -5.6725 7.7776
97 C -0.8122 -4.8448 6.7975
98 C -1.1952 -5.4117 5.5913
99 N -1.0867 -6.7107 5.3205
100 C -0.5813 -7.4936 6.2710
101 C -0.1714 -7.0269 7.5107
102 H 0.0221 -5.2687 8.7323
103 H -0.9203 -3.7811 6.9587
104 H -1.6088 -4.7952 4.8005
105 H -0.5003 -8.5466 6.0245
106 H 0.2320 -7.7106 8.2451
107 C -3.2091 -7.3915 -4.6440
108 C -3.2484 -6.9004 -3.3483
109 C -2.7367 -7.6818 -2.3229
110 N -2.2074 -8.8898 -2.5129
111 C -2.1790 -9.3526 -3.7611
112 C -2.6612 -8.6477 -4.8536
113 H -3.6022 -6.8123 -5.4712
114 H -3.6663 -5.9261 -3.1327
115 H -2.7440 -7.3237 -1.2990
116 H -1.7459 -10.3391 -3.8896
117 H -2.6092 -9.0763 -5.8457
118 C -6.8291 -6.0109 -9.4222
119 C -5.4568 -5.9072 -9.5812
120 C -4.6561 -5.9573 -8.4504
121 N -5.1341 -6.0987 -7.2157
122 C -6.4545 -6.1966 -7.0779
123 C -7.3409 -6.1592 -8.1434
124 H -7.4883 -5.9772 -10.2800
125 H -5.0122 -5.7900 -10.5599
126 H -3.5775 -5.8806 -8.5352
127 H -6.8173 -6.3111 -6.0623
128 H -8.4049 -6.2448 -7.9710
129 C -2.8659 4.1612 -6.2467
130 C -1.5638 3.7645 -5.9884
131 C -1.1283 3.7435 -4.6714
132 N -1.8951 4.0864 -3.6388
133 C -3.1421 4.4676 -3.9020
134 C -3.6745 4.5216 -5.1818
135 H -3.2424 4.1923 -7.2610
136 H -0.8961 3.4855 -6.7926
137 H -0.1125 3.4512 -4.4265
138 H -3.7463 4.7365 -3.0419
139 H -4.6976 4.8364 -5.3355
140 C 2.4314 1.0442 -6.8249
141 C 3.7433 0.6989 -6.5470
142 C 4.1806 0.7762 -5.2329
143 N 3.4069 1.1600 -4.2210
144 C 2.1450 1.4762 -4.5002
145 C 1.6114 1.4414 -5.7806
146 H 2.0534 1.0040 -7.8386
147 H 4.4183 0.3806 -7.3298
148 H 5.2020 0.5174 -4.9758
149 H 1.5351 1.7747 -3.6529
150 H 0.5808 1.7161 -5.9573

[3]
Below is C54H84Br2F3IN3O27 as an isolated structure, with properties calculated with ωB97M-V/def2-TZVPD.

The HOMO-LUMO gap comes out at 8.22 eV. The calculation puts the total energy at -10048.66808 Eh. For the HOMO energy, the calculation gives -0.3749 Ha. As for the spin multiplicity: 1. Its net charge is +1.

CARTESIAN COORDINATES (ANGSTROEM)
1 C -5.1114 -1.0321 0.2300
2 C -3.8616 -1.4403 -0.2494
3 N -2.9976 -0.5785 -1.0767
4 C -3.4963 -0.2554 -2.4403
5 C -4.7109 0.7719 -2.4811
6 C -4.8375 1.2613 -4.0174
7 C -6.2923 0.9296 -4.6369
8 C -6.2185 -0.3135 -5.6519
9 C -5.9282 -1.6829 -4.8469
10 C -6.6414 -2.9539 -5.5098
11 C -1.8458 -0.1364 -0.6008
12 N -1.1895 -0.3684 0.6578
13 I -0.7883 -2.4120 1.1279
14 C 0.2368 0.1767 0.6244
15 C 0.3884 0.4858 -0.9324
16 C 1.5947 1.3680 -1.4674
17 C 2.5588 0.5963 -2.4931
18 C 4.0012 0.5111 -1.7994
19 C 3.8044 -0.4065 -0.4771
20 C 5.1399 -1.2308 -0.1685
21 C 5.9223 -0.4505 1.0006
22 C 6.9196 -1.5217 1.6765
23 C 6.3070 -1.9039 3.1058
24 C 7.5246 -2.4021 4.0300
25 C 6.8539 -3.0640 5.3435
26 C 7.2597 -2.1297 6.5850
27 N -0.9924 0.7463 -1.3711
28 C -1.4372 2.1326 -1.6088
29 C -0.9931 3.2016 -0.5209
30 C -2.1861 3.9135 0.2358
31 F -2.9656 4.6928 -0.6466
32 Br -3.3069 2.6812 1.3122
33 C -1.5453 4.9673 1.2760
34 F -2.5622 5.5375 2.0768
35 F -0.6568 4.3661 2.1678
36 Br -0.6434 6.4875 0.3853
37 H -5.2035 0.0682 0.5086
38 H -5.9888 -1.7248 0.3398
39 H -3.5250 -2.4964 -0.0214
40 H -3.8723 -1.2326 -2.8987
41 H -2.6964 0.1225 -3.1446
42 H -5.6730 0.2166 -2.2476
43 H -4.6318 1.6283 -1.7492
44 H -4.1051 0.6613 -4.6628
45 H -4.5439 2.3453 -4.1485
46 H -7.0558 0.7686 -3.8112
47 H -6.5444 1.8377 -5.2846
48 H -5.4041 -0.1810 -6.4287
49 H -7.1942 -0.4453 -6.2187
50 H -6.3771 -1.5535 -3.8109
51 H -4.8170 -1.9178 -4.7827
52 H -6.8954 -2.8202 -6.6042
53 H -5.9833 -3.8728 -5.4352
54 H -7.6099 -3.1867 -4.9529
55 H 0.9893 -0.6545 0.8020
56 H 0.4898 0.9875 1.3820
57 H 0.5929 -0.5580 -1.3549
58 H 1.2420 2.3055 -2.0226
59 H 2.1554 1.7739 -0.5579
60 H 2.5725 1.1369 -3.4937
61 H 2.2159 -0.4610 -2.7015
62 H 4.2864 1.5737 -1.5159
63 H 4.7665 0.0503 -2.5030
64 H 3.5893 0.3420 0.3612
65 H 2.8691 -1.0411 -0.5798
66 H 5.7599 -1.2683 -1.1211
67 H 4.8000 -2.2695 0.1662
68 H 5.1793 -0.0743 1.7788
69 H 6.4530 0.4500 0.5641
70 H 7.9524 -1.0543 1.7491
71 H 6.9080 -2.4594 1.0336
72 H 5.4696 -2.6643 3.0473
73 H 5.8764 -0.9878 3.6267
74 H 8.0880 -1.4603 4.3404
75 H 8.1672 -3.1338 3.4572
76 H 5.7291 -3.0088 5.2542
77 H 7.1609 -4.1425 5.4759
78 H 6.6935 -1.1453 6.4567
79 H 8.3668 -1.8650 6.4990
80 H 7.0173 -2.6505 7.5570
81 H -1.1603 2.4630 -2.6595
82 H -2.5814 2.1143 -1.5975
83 H -0.2724 2.8328 0.2640
84 H -0.4407 4.0305 -1.0835
85 C 8.9737 -1.8715 -2.6457
86 C 9.1926 -2.0287 -4.1217
87 O 7.8672 -2.0100 -4.6440
88 C 7.0900 -1.3538 -3.7449
89 O 5.9606 -1.0152 -3.9475
90 O 7.7592 -1.1296 -2.5840
91 H 9.7848 -1.3317 -2.1572
92 H 8.8293 -2.8291 -2.1384
93 H 9.7543 -1.1958 -4.5533
94 H 9.6962 -2.9625 -4.3719
95 C -10.6198 2.0738 -0.9433
96 C -9.3864 2.8225 -1.3432
97 O -8.4988 1.7855 -1.7509
98 C -9.2671 0.7212 -2.1083
99 O -8.8469 -0.2580 -2.6562
100 O -10.5668 0.9108 -1.7670
101 H -11.5304 2.6424 -1.1294
102 H -10.6030 1.7655 0.1047
103 H -9.5588 3.4929 -2.1884
104 H -8.9602 3.3951 -0.5183
105 C -0.6284 10.3799 -0.8617
106 C -0.5856 9.4402 -2.0316
107 O -0.3716 10.3119 -3.1333
108 C 0.2137 11.4405 -2.6466
109 O 0.6768 12.3036 -3.3243
110 O 0.2018 11.4536 -1.2859
111 H -0.2420 9.9278 0.0525
112 H -1.6339 10.7643 -0.6698
113 H 0.2485 8.7342 -1.9716
114 H -1.5145 8.8817 -2.1522
115 C -10.0793 -2.3744 1.0726
116 C -9.1680 -1.8341 2.1356
117 O -9.5357 -0.4613 2.2017
118 C -10.8092 -0.3637 1.7337
119 O -11.4802 0.6212 1.8065
120 O -11.2196 -1.5301 1.1732
121 H -10.3507 -3.4161 1.2447
122 H -9.6560 -2.2789 0.0684
123 H -9.3430 -2.2946 3.1118
124 H -8.1142 -1.9423 1.8773
125 C 11.1843 -0.9403 3.9555
126 C 11.3274 0.2571 3.0643
127 O 11.5146 -0.3240 1.7785
128 C 10.9691 -1.5686 1.8162
129 O 10.8066 -2.2618 0.8559
130 O 10.6314 -1.9227 3.0841
131 H 10.5224 -0.7547 4.8012
132 H 12.1449 -1.3010 4.3303
133 H 10.4253 0.8756 3.0447
134 H 12.1782 0.8813 3.3373
135 C -10.9822 6.3143 0.1135
136 C -10.7763 7.5049 -0.7758
137 O -10.5498 6.9142 -2.0511
138 C -11.1233 5.6829 -2.0328
139 O -11.2623 4.9875 -2.9983
140 O -11.5203 5.3424 -0.7769
141 H -11.6738 6.5174 0.9312
142 H -10.0444 5.9334 0.5281
143 H -11.6623 8.1428 -0.8340
144 H -9.9232 8.1112 -0.4710
145 C -0.8966 -5.4074 -3.4681
146 C 0.4526 -4.8592 -3.8289
147 O 0.4524 -3.5802 -3.2029
148 C -0.4400 -3.6314 -2.1818
149 O -0.5632 -2.7776 -1.3463
150 O -1.1742 -4.7728 -2.2224
151 H -0.8917 -6.4920 -3.3596
152 H -1.6700 -5.1263 -4.1877
153 H 1.2715 -5.4549 -3.4162
154 H 0.5915 -4.7654 -4.9057
155 C -0.7001 -7.6049 1.2021
156 C 0.0995 -7.4404 2.4583
157 O 0.2300 -6.0250 2.5634
158 C -0.7935 -5.4781 1.8758
159 O -1.0781 -4.3016 1.9026
160 O -1.4630 -6.4015 1.1558
161 H -1.3509 -8.4784 1.2315
162 H -0.0726 -7.6598 0.3086
163 H -0.4245 -7.8136 3.3419
164 H 1.0765 -7.9191 2.3984
165 C 10.9237 -2.9600 9.6217
166 C 10.8954 -3.8927 8.4468
167 O 11.0551 -3.0134 7.3396
168 C 11.6731 -1.8938 7.8006
169 O 12.1042 -1.0275 7.1011
170 O 11.7369 -1.8882 9.1571
171 H 11.3569 -3.4196 10.5101
172 H 9.9331 -2.5696 9.8710
173 H 11.7259 -4.6040 8.4563
174 H 9.9578 -4.4443 8.3735